A cluster of 7 separate species, C53H77INO25P in total in a non-equilibrium geometry. Source: OMol25; level of theory: ωB97M-V with the def2-TZVPD basis set.

* charge: 0
* structure (SMILES): NCc1cc2c(cc1CP(=O)(O)O)C(=O)c1c(CCCI)c(C[C@H]3CO3)cc(COc3ccccc3)c1C2=O.CCOC(=O)OC.CCOC(=O)OC.CCOC(=O)OC.CCOC(=O)OC.CCOC(=O)OC.CCOC(=O)OC

```
158
Properties=species:S:1:pos:R:3:forces:R:3:lowdin_charge:R:1
H -9.591 -0.916 1.350 0.14 0.11 -0.10 0.092
C -1.036 -3.972 -4.071 0.03 0.30 0.13 -0.059
H 2.625 -4.529 1.475 -0.17 0.42 -0.33 0.113
O -2.153 -3.392 -1.227 -0.09 -0.08 -0.01 0.124
C 0.918 -7.100 -0.010 -0.08 0.32 -0.01 -0.044
H -0.153 -0.978 -9.505 -0.06 -0.07 -0.10 0.099
O 6.483 0.502 2.294 -0.69 -0.15 -0.08 0.112
H -1.287 10.367 4.689 -0.10 -0.02 -0.18 0.093
H 0.082 -7.300 -0.677 0.10 -0.07 -0.07 0.092
H 4.007 -12.347 -1.104 -0.02 -0.02 0.05 0.080
O -0.284 -3.607 0.018 0.02 -0.10 0.15 0.002
C 5.288 0.705 2.407 0.28 0.49 0.20 -0.267
C 1.801 -5.650 -9.631 0.07 0.29 -0.07 -0.066
H -7.114 9.598 2.703 0.25 -0.04 -0.09 0.122
H 4.112 -0.905 -2.054 -0.25 0.23 0.17 0.037
C 2.364 -11.524 0.021 0.22 -0.40 -0.22 -0.211
H -0.383 0.858 -0.060 -0.33 0.12 0.00 0.087
H 4.471 -11.079 0.050 -0.01 -0.14 0.05 0.081
C -9.048 -1.752 0.916 -0.24 0.02 0.16 -0.044
O -3.215 10.229 4.054 -0.01 -0.07 0.02 0.001
C -0.848 0.846 0.921 0.21 -0.03 0.58 -0.099
C -7.069 -2.134 -0.233 0.02 0.10 -0.19 -0.612
H -2.406 9.762 5.919 -0.11 0.07 0.01 0.096
C -0.027 0.655 2.014 1.49 -0.13 -0.15 -0.036
H -5.534 1.953 -0.798 0.17 0.03 0.07 0.087
H 1.766 -6.708 -0.571 -0.08 -0.05 -0.13 0.099
H 5.458 -6.587 2.400 -1.00 -1.28 -0.01 0.099
H 0.532 -6.568 -8.170 -0.09 0.18 0.17 0.121
C 3.709 -11.395 -0.664 0.07 0.29 -0.07 -0.067
H -6.474 -3.726 -2.522 0.08 -0.05 0.06 0.075
O -4.873 10.265 5.590 0.01 -0.07 0.04 0.124
H 4.929 6.628 3.793 -0.01 0.08 -0.03 0.074
C 4.691 -4.629 2.012 -1.75 -2.16 -1.86 -0.295
O -4.923 5.590 -1.118 -0.01 -0.03 -0.08 0.125
O -0.479 -3.629 -10.202 -0.09 -0.02 -0.02 0.126
O -7.921 -1.210 0.226 0.02 -0.01 0.06 0.000
C -7.223 11.376 3.891 0.20 0.20 0.11 -0.067
H 0.610 -6.357 0.721 0.06 -0.13 0.13 0.087
C 5.537 -1.802 0.909 -0.42 0.66 -0.76 -0.106
H -4.321 7.330 0.709 0.02 0.05 -0.10 0.073
H -8.308 11.339 3.984 0.01 -0.03 -0.04 0.080
H 0.182 -1.598 4.083 0.23 0.04 0.07 0.126
H 1.045 0.558 1.851 -0.16 0.00 -0.01 0.072
C -4.488 10.178 4.454 -0.01 0.15 -0.14 -0.612
C 3.105 1.252 4.048 -0.18 0.86 0.73 -0.240
H 2.414 -12.298 0.785 -0.08 0.19 0.17 0.122
H -2.904 8.380 0.811 0.04 -0.02 0.01 0.082
H -2.274 0.753 4.510 0.24 -0.08 -0.07 0.124
H 5.891 6.341 1.532 -0.12 0.04 -0.32 0.083
O 0.104 -4.588 -8.237 -0.17 0.02 0.11 0.030
C 2.323 -2.259 2.900 -0.76 -0.80 0.19 0.015
C -1.065 -3.865 -1.032 0.23 0.10 -0.12 -0.600
O 5.664 -5.094 1.137 0.23 0.92 0.83 -0.128
H -3.761 1.066 2.659 0.08 0.07 -0.32 0.110
O -0.602 -2.545 -8.224 -0.06 -0.08 0.00 0.001
O 2.002 -10.316 0.705 -0.12 -0.01 0.07 0.037
C -2.704 0.958 2.434 -0.12 -0.06 0.58 -0.071
C -2.560 6.553 -0.278 0.11 0.50 0.08 -0.208
H -6.813 11.787 4.813 -0.04 -0.10 0.04 0.074
H 2.100 -6.599 -10.078 -0.02 -0.02 0.05 0.081
I 2.997 1.056 -0.641 -0.11 -0.38 -0.05 0.931
C 0.466 -5.791 -8.930 0.23 -0.40 -0.23 -0.212
C -5.662 -3.043 -2.768 -0.32 -0.03 0.00 -0.057
C -3.237 7.342 0.822 -0.26 -0.12 0.11 -0.065
H 3.800 4.082 -0.636 -0.54 -0.01 0.02 0.012
O 5.994 5.265 -1.784 -0.76 -0.45 0.59 -0.128
H -0.832 -1.654 0.447 -0.13 -0.03 -0.02 0.082
H 2.347 3.934 3.893 0.17 0.00 -0.07 0.139
C -2.283 10.477 5.108 0.28 0.03 0.12 -0.040
C 3.488 -3.878 1.336 1.28 0.02 1.64 -0.063
H 6.100 -1.289 -1.096 -0.07 0.24 0.07 0.112
C 0.938 -0.876 4.435 -0.23 -0.57 -0.40 -0.108
H 5.742 4.372 -2.056 0.22 0.07 -0.20 0.075
O 1.307 -8.273 0.707 -0.05 -0.01 0.00 0.006
C 4.720 -6.160 1.724 3.25 3.02 -0.34 0.026
H 3.678 -10.647 -1.456 -0.08 -0.07 -0.04 0.073
C 4.360 -1.574 1.848 0.38 -0.45 0.25 -0.113
C -0.825 -2.633 0.918 -0.12 0.13 0.22 -0.011
H 3.360 -1.647 -0.658 -0.07 0.38 0.22 0.040
C 3.219 3.692 3.290 -0.43 -0.11 0.54 0.055
H -0.586 -5.961 -3.418 0.15 0.01 0.24 0.124
C -0.996 -1.372 -8.939 -0.11 0.30 -0.02 -0.040
O -2.895 5.158 -0.212 0.08 -0.10 -0.12 0.036
C -1.097 -5.078 -3.039 -0.19 -0.07 -0.54 -0.203
C 3.360 -2.546 2.051 0.71 0.16 -1.14 -0.158
O 3.600 5.017 -0.830 1.10 -0.25 0.23 -0.133
H 6.737 4.997 0.767 -0.17 0.22 -0.10 0.103
H -0.002 -3.676 -4.254 0.01 -0.14 -0.09 0.084
C 3.692 2.397 3.259 -0.09 -0.75 -0.21 -0.078
H -4.871 -3.612 -3.259 0.04 0.05 0.03 0.074
H 3.793 -3.749 0.297 -0.49 -0.17 -0.01 0.118
H 3.100 6.467 1.580 0.00 -0.23 0.14 0.112
H -6.893 9.299 4.419 0.16 0.07 0.08 0.124
H -1.567 -3.084 -3.731 -0.09 -0.08 0.02 0.072
O 0.337 0.411 4.391 0.09 -0.23 0.12 -0.053
C 5.746 5.426 0.962 -0.27 -0.81 0.10 -0.144
C 4.236 -0.376 2.540 0.54 0.57 -0.06 -0.042
H 5.762 0.154 -0.139 0.05 -0.21 0.07 0.071
C 5.422 3.089 1.721 0.31 0.15 -0.13 0.006
C 5.423 -0.864 -0.343 -0.17 -0.53 0.17 -0.252
O 1.443 -9.361 -1.269 -0.06 0.00 -0.02 0.123
H -8.736 -2.423 1.714 0.03 -0.08 -0.11 0.095
C -1.851 0.760 3.508 -0.62 0.02 0.76 -0.004
C -2.201 0.994 1.157 -0.55 0.18 -1.50 -0.091
H 1.565 -3.029 3.049 0.07 0.13 -0.03 0.125
H 4.995 -4.312 3.011 0.06 -0.05 -0.19 0.152
C 4.005 -0.822 -0.970 0.84 -0.20 -0.49 -0.575
H -1.836 -1.576 -9.600 0.10 -0.07 -0.06 0.096
C -6.666 9.996 3.612 -0.49 0.08 0.04 -0.212
C -4.106 4.835 -0.661 0.10 0.02 0.22 -0.611
C 2.179 -1.061 3.568 -0.58 0.30 0.49 -0.126
H 1.754 -4.900 -10.420 -0.08 -0.07 -0.04 0.074
C 4.778 2.124 2.454 0.12 -1.57 0.12 -0.131
O -7.160 -3.320 -0.057 -0.01 -0.01 0.08 0.125
C -0.347 -3.596 -9.008 0.23 0.02 0.09 -0.611
C 1.567 -9.325 -0.072 0.15 -0.01 0.10 -0.611
O -4.265 3.518 -0.496 -0.03 -0.04 -0.08 -0.010
C 3.853 4.669 2.557 -0.39 1.76 -0.40 -0.150
C 3.310 6.102 2.596 0.16 0.13 0.08 -0.201
H 5.577 -2.815 0.507 -0.13 0.07 0.33 0.094
H 1.170 -1.182 5.463 -0.06 0.64 -0.02 0.145
H -6.060 -2.308 -3.470 0.14 0.03 -0.03 0.082
H -1.827 -2.907 1.243 -0.03 0.01 -0.15 0.107
H -1.301 -0.634 -8.201 0.07 -0.14 0.14 0.093
O 2.670 1.465 5.165 0.26 -0.55 -0.79 0.140
H -0.176 -2.595 1.788 0.15 -0.11 -0.13 0.067
H 1.580 -11.809 -0.682 -0.01 0.19 -0.03 0.124
H -9.700 -2.272 0.216 0.06 -0.11 0.05 0.099
C 3.150 -0.100 3.383 0.39 0.58 0.14 -0.039
H -2.798 6.952 -1.265 -0.15 -0.12 0.01 0.124
H -4.298 -1.708 -1.799 -0.11 0.17 0.16 0.116
H -2.401 11.495 5.478 -0.07 -0.06 0.09 0.099
H 6.490 -1.612 1.406 -0.19 -0.03 -0.02 0.121
H 6.273 2.771 1.119 -0.03 0.25 0.12 0.135
O -5.252 10.036 3.371 0.06 -0.15 -0.06 0.033
O -0.413 -4.711 -1.829 -0.02 -0.16 0.11 0.025
H -0.324 -6.081 -9.624 -0.01 0.19 -0.03 0.124
C 4.978 4.400 1.771 0.47 -0.50 -0.14 -0.210
N 4.229 7.073 3.215 -0.25 -0.09 -0.09 0.010
H 4.494 -6.540 0.733 -1.39 -0.87 0.84 0.113
C -5.566 3.039 -0.848 -0.18 -0.24 -0.04 -0.034
H -2.848 1.151 0.297 -0.08 0.01 0.27 0.102
C -5.128 -2.357 -1.529 0.29 -0.28 -0.30 -0.215
H -1.481 -4.298 -5.011 0.05 -0.05 0.00 0.082
O -6.122 -1.508 -0.928 0.04 0.11 0.09 0.033
H -3.012 6.908 1.798 0.14 0.06 -0.02 0.083
H -1.479 6.609 -0.157 0.00 -0.27 0.00 0.122
C -0.500 0.592 3.311 -0.14 0.07 -0.15 -0.278
H -6.958 12.064 3.086 -0.10 -0.07 -0.08 0.082
H 2.353 6.136 3.134 0.18 -0.24 -0.09 0.108
H 2.570 -5.331 -8.926 -0.01 -0.13 0.05 0.082
P 4.980 5.839 -0.650 0.71 0.88 -0.27 0.445
H -2.125 -5.367 -2.819 0.01 0.14 0.15 0.124
O 4.850 7.284 -0.786 -0.44 0.25 -0.02 -0.262
H -4.751 -3.075 -0.802 -0.14 0.02 0.06 0.113
H -5.836 3.338 -1.859 0.00 0.12 0.06 0.096
H 4.666 7.655 2.514 0.08 0.01 0.17 0.058
H -6.304 3.404 -0.134 -0.02 0.09 -0.10 0.100
```
Positions in Å, forces in eV/Å.



A cluster of 7 separate species, C53H90N9O3S in total in a non-equilibrium geometry. Source: OMol25; level of theory: ωB97M-V with the def2-TZVPD basis set.

* charge: +1

```
156
Properties=species:S:1:pos:R:3:forces:R:3:lowdin_charge:R:1
C -8.184 3.369 -7.730 0.22 0.34 -0.44 -0.183
H -6.884 4.539 2.116 -0.07 -0.02 -0.02 0.074
H -2.729 4.256 -6.957 -0.02 0.01 -0.09 0.041
N -2.641 -3.751 3.211 -0.32 0.23 0.05 0.168
C 3.844 1.840 2.540 0.55 -0.16 0.69 -0.193
H 4.864 -3.748 2.290 0.60 0.97 0.37 0.091
H -3.578 -0.629 6.472 0.10 0.02 0.08 0.115
H 2.938 -1.604 -0.328 -0.32 -0.19 0.84 0.118
C 8.299 -2.195 -0.948 -0.22 0.15 1.00 -0.073
H -0.672 -4.170 2.152 0.01 -0.04 -1.05 0.023
H 4.660 -1.362 4.294 -0.77 -0.41 -0.85 0.113
H 2.274 -3.839 -0.949 -0.64 0.66 0.72 0.119
C 1.735 -1.368 1.602 -1.71 0.44 -1.29 -0.288
C -2.593 -0.532 6.012 -0.10 -0.12 -0.27 -0.253
C 4.230 -1.864 3.379 1.06 -1.14 -0.41 -0.187
H -7.007 2.788 2.219 -0.06 -0.01 -0.06 0.070
H -6.714 -4.193 0.964 0.06 0.03 -0.04 0.077
H 3.889 -5.890 2.295 -0.03 -0.03 0.00 0.050
H 4.101 -8.939 2.106 0.09 0.02 -0.09 0.115
H 3.023 0.150 0.857 -0.81 0.31 0.89 0.137
C -3.609 5.878 -8.083 0.09 -0.26 0.19 -0.267
C -7.363 3.665 1.673 0.03 0.05 0.03 -0.108
C -8.294 3.984 -9.080 -0.27 -0.23 0.47 -0.230
H -2.302 4.249 -8.675 0.02 0.03 0.04 0.080
H -2.162 -1.535 5.959 -0.03 0.05 0.09 0.114
C -0.468 -4.349 1.071 0.13 -0.51 -0.01 -0.112
H 4.562 2.725 4.461 0.22 -1.12 -0.42 0.125
C -1.716 0.362 6.897 0.38 -0.22 -0.35 -0.172
H -2.149 1.361 6.983 0.12 0.00 -0.01 0.120
C 0.136 -0.270 0.192 -0.82 -3.14 -1.29 -0.270
H -8.631 2.373 -7.755 -0.01 0.07 -0.09 0.118
C -1.383 0.048 -0.026 0.25 -0.31 0.01 -0.143
H 5.585 -3.493 3.911 -0.24 0.38 -0.98 0.122
H 1.992 3.907 1.158 0.28 -0.50 -1.01 0.084
C 7.421 -1.640 0.247 0.17 0.31 -1.69 -0.275
N 2.540 -8.021 -0.951 0.12 0.07 0.18 0.143
H 8.068 -0.976 0.880 -0.64 -0.73 -0.23 0.109
C -5.872 2.440 -8.255 0.12 0.01 0.03 -0.107
H -4.532 5.319 -8.255 0.00 0.12 -0.09 0.084
C 2.515 0.997 2.770 0.04 1.26 0.40 -0.120
C -5.376 -2.559 1.423 -0.34 -0.31 -0.27 -0.274
H 1.146 -1.177 3.692 0.56 -0.91 -0.57 0.106
C -2.106 7.580 -9.062 -0.43 -0.14 -0.36 -0.232
H 1.249 -5.445 0.264 0.07 0.95 0.74 0.096
H -1.798 0.063 4.072 0.02 0.00 0.05 0.060
C 1.596 -3.333 -0.197 1.03 -0.44 0.13 -0.168
H -3.751 -1.169 1.754 0.08 -0.06 0.03 0.097
H -4.536 4.718 -3.315 0.37 -1.19 -0.30 0.148
H -3.433 -2.359 0.482 0.00 -0.13 0.06 0.098
C -7.260 1.112 0.117 -0.31 0.27 -0.40 -0.193
C 1.818 3.256 0.265 -0.48 -0.31 0.55 -0.039
H 9.354 -2.320 -0.576 -1.01 -0.03 -0.62 0.078
H -5.874 -1.890 0.720 0.19 -0.02 0.22 0.053
C 2.877 -2.633 3.644 -0.06 0.90 0.98 -0.157
H 9.542 0.797 3.004 -0.72 0.79 -0.23 0.098
H 7.751 4.471 1.051 0.24 -0.85 0.62 0.098
H 1.499 3.902 -0.591 0.17 -0.63 0.76 0.087
H -0.804 0.233 -2.198 -0.78 0.26 0.60 0.092
C -4.193 3.683 -3.537 0.84 -2.05 -1.21 -0.113
C 5.319 -2.957 2.954 0.10 0.23 0.75 -0.157
H 4.196 -1.082 2.576 -0.21 -0.68 0.55 0.094
H 0.754 -2.895 -0.801 0.74 -0.35 0.74 0.100
H -6.288 4.296 -7.262 -0.13 -0.01 0.08 0.092
H 2.756 2.714 -0.048 -0.86 0.64 0.55 0.092
H -1.948 -0.919 0.108 0.92 0.87 -0.08 0.093
H -1.604 1.713 -1.430 0.25 -1.18 -0.39 0.074
H 8.266 -1.441 -1.776 0.18 -0.83 0.62 0.075
C 4.498 -7.939 1.917 -0.09 0.09 0.27 -0.259
C -3.619 1.638 -3.199 0.62 -0.71 -0.27 -0.605
C -5.641 -4.003 1.010 0.06 -0.04 0.08 -0.101
H -5.848 2.862 -9.263 -0.09 -0.03 0.03 0.073
C -3.887 -2.215 1.466 -0.04 -0.41 0.53 -0.191
H -5.944 3.500 0.070 -0.06 -0.04 -0.11 0.102
H 7.891 -3.186 -1.278 0.40 0.99 0.15 0.079
H -8.441 3.753 1.828 0.06 -0.01 0.02 0.082
H 0.792 -2.792 2.960 0.74 0.93 -0.05 0.114
H 9.783 2.880 1.460 -0.80 -0.39 0.63 0.096
C 0.652 2.236 0.690 -0.39 2.25 -0.09 -0.132
H -4.840 2.389 -7.901 -0.06 -0.04 0.02 0.063
H 0.512 -0.728 -0.778 -0.32 0.92 0.62 0.159
C -2.479 4.893 -7.809 0.01 -0.12 0.12 -0.112
H -3.410 -0.642 4.015 0.01 0.04 0.07 0.051
C 3.516 -6.906 2.457 -0.06 -0.02 0.10 -0.111
H -1.001 -5.303 0.783 0.67 0.91 0.44 0.087
H -1.641 -0.061 7.900 0.12 0.09 -0.04 0.121
H 3.367 -7.047 3.530 0.03 0.05 -0.04 0.079
C 2.082 0.208 1.485 3.62 -1.20 0.59 -0.128
H 6.548 -1.213 2.427 0.11 -0.87 -0.08 0.087
H -3.205 6.175 -10.195 0.06 0.08 0.03 0.120
C 4.820 1.834 3.818 0.68 0.75 -1.09 -0.132
N -3.435 1.823 -4.522 -0.89 0.38 4.21 0.072
H -5.825 -2.383 2.405 0.08 0.13 -0.05 0.116
H 5.556 3.937 2.192 0.82 -0.72 0.29 0.097
H -5.215 -4.712 1.724 0.03 0.01 -0.06 0.071
C -0.352 0.473 6.316 -0.38 0.14 0.42 -0.210
H 3.377 -2.764 0.979 -0.85 0.68 -0.50 0.113
H -0.210 2.511 0.017 0.82 -1.09 0.58 0.117
C -7.707 2.387 -0.504 0.38 -0.30 0.31 -0.173
C 6.627 -2.330 2.344 -0.64 -0.33 0.55 -0.212
H 2.728 0.339 3.659 -0.57 0.29 -1.24 0.095
N 1.118 0.831 0.499 -0.29 0.16 -0.57 0.012
H -7.344 4.498 -0.305 -0.01 -0.10 -0.08 0.110
H 6.620 -0.985 -0.214 0.62 -0.51 0.63 0.116
H 7.248 0.267 4.154 0.29 0.84 -0.61 0.102
H 2.538 -6.994 1.979 0.06 0.02 -0.04 0.065
H -0.952 -3.551 0.435 0.64 -0.63 0.86 0.062
H -4.177 7.452 -9.457 0.12 0.04 -0.07 0.117
N -3.813 3.127 -4.690 -0.92 2.30 0.93 0.016
N -1.155 8.200 -8.883 -0.16 -0.14 0.06 0.139
H 5.202 -6.776 0.224 -0.07 -0.03 -0.06 0.115
H 5.493 -8.513 0.082 -0.09 0.06 -0.11 0.117
O -4.096 2.747 -2.513 0.45 0.01 -2.09 -0.026
N -8.379 4.462 -10.122 0.11 -0.06 0.18 0.145
H -3.198 1.011 4.609 0.02 -0.03 -0.02 0.080
N 0.702 0.560 5.864 -0.15 -0.06 -0.11 0.151
H 4.748 0.892 4.415 0.08 0.79 -0.53 0.093
H -6.653 2.867 -6.303 -0.09 0.07 -0.01 0.097
C -3.336 6.776 -9.293 0.38 0.27 0.37 -0.178
H 5.440 -7.859 2.467 0.02 -0.05 -0.12 0.110
C -6.714 3.290 -7.310 0.28 -0.16 -0.04 -0.278
C 8.819 2.659 1.971 -1.58 -0.15 0.56 -0.082
H 3.000 -3.704 3.344 -0.23 0.97 0.05 0.088
H -8.793 2.462 -0.420 0.05 -0.10 0.02 0.123
H -3.766 6.494 -7.193 -0.06 0.05 -0.11 0.112
C -1.600 0.585 -1.494 -0.26 1.35 0.57 -0.438
C 4.777 -7.763 0.422 -0.56 -0.22 -0.05 -0.178
C 1.090 -4.464 0.797 -0.65 0.13 -1.38 -0.209
H 3.648 2.930 2.334 -0.01 -1.27 -0.03 0.083
C 6.423 3.257 2.367 2.19 -1.13 0.12 -0.050
H 7.518 -2.664 2.948 -0.65 0.33 -0.67 0.134
C -2.757 0.011 4.597 -0.06 0.03 -0.06 -0.108
C -3.186 -3.081 2.452 -0.01 0.44 -0.34 -0.223
C 8.680 1.484 2.839 -1.80 0.94 -0.21 -0.073
H 1.653 0.893 -0.379 -0.21 0.03 0.52 0.178
O 0.333 -1.311 1.121 -0.51 1.54 0.64 -0.083
H 2.728 -2.648 4.766 0.04 -0.14 -1.19 0.128
C 2.506 -2.227 0.501 -0.16 -0.68 0.15 -0.085
H -5.216 -4.213 0.024 -0.03 -0.02 0.04 0.078
H 1.730 -4.442 1.714 -0.74 -0.16 -0.67 0.079
C 7.698 3.582 1.714 -0.93 -2.71 2.03 -0.060
C -7.030 3.574 0.187 0.06 0.20 0.26 -0.271
H -8.748 3.975 -7.018 -0.07 0.00 -0.14 0.113
H -1.759 0.732 0.779 0.20 -0.44 -0.89 0.133
H 4.476 1.439 1.692 -0.92 0.30 0.71 0.113
O 6.781 -2.707 0.964 0.54 1.07 0.74 -0.170
H -7.449 2.373 -1.565 -0.05 -0.15 0.04 0.110
N -6.914 0.127 0.597 -0.07 0.43 -0.09 0.174
H 1.740 1.729 3.145 0.53 -1.02 -0.40 0.115
H -6.261 1.421 -8.318 0.03 0.05 -0.03 0.079
C 3.516 -7.910 -0.352 0.57 0.10 -0.01 -0.229
S -3.297 0.169 -2.157 0.36 1.06 -0.67 0.931
H 0.273 2.448 1.727 0.67 -0.65 -0.97 0.138
H -1.547 5.407 -7.566 -0.03 0.03 -0.10 0.069
C 7.392 1.152 3.497 0.23 2.78 -1.98 -0.042
C 1.579 -1.988 3.034 0.14 0.06 -0.10 -0.091
C 6.277 2.062 3.236 0.60 0.55 -0.30 -0.205
```
Positions in Å, forces in eV/Å.



no.,HOMO-LUMO gap (eV),E (Ha)
1,8.3,-4640.668055
2,8.2,-3189.719610